# 1
This record from the OMol25 dataset describes a cluster of 5 separate species, C30H34FNO in total in a non-equilibrium geometry. The level of theory is ωB97M-V/def2-TZVPD.

Output
Spin multiplicity: 1
Lowest unoccupied orbital energy (eV): 0.35
Max |F| (Eh/bohr): 0.0955
Highest occupied orbital energy (eV): -9.2
Electronic energy (eV): -37914.2755

Geometry (Å):
O (1.28, 3.54, 0.52)
C (1.06, 2.31, 0.50)
C (1.37, 1.27, -0.71)
C (0.63, -0.13, -0.42)
C (-0.31, 0.36, 0.84)
C (-1.71, 0.69, 0.12)
C (-2.25, 2.18, 0.37)
F (-3.41, 2.34, -0.51)
N (0.42, 1.45, 1.54)
H (2.49, 1.06, -0.60)
H (0.96, 1.58, -1.73)
H (1.42, -0.91, -0.13)
H (0.10, -0.66, -1.28)
H (-0.29, -0.60, 1.48)
H (-1.69, 0.53, -1.02)
H (-2.50, -0.02, 0.58)
H (-1.52, 3.00, 0.04)
H (-2.62, 2.30, 1.44)
H (1.26, 1.10, 2.04)
C (4.53, -4.77, -1.27)
C (3.72, -4.59, -2.38)
C (2.40, -4.16, -2.22)
C (1.90, -3.92, -0.95)
C (2.71, -4.11, 0.17)
C (4.03, -4.53, 0.01)
H (5.56, -5.09, -1.40)
H (4.11, -4.78, -3.38)
H (1.77, -4.02, -3.09)
H (0.87, -3.59, -0.82)
H (2.32, -3.92, 1.16)
H (4.66, -4.67, 0.87)
C (-4.27, 6.20, 4.67)
C (-3.79, 6.31, 3.37)
C (-2.86, 5.39, 2.89)
C (-2.40, 4.37, 3.72)
C (-2.88, 4.26, 5.02)
C (-3.81, 5.18, 5.50)
H (-5.00, 6.92, 5.05)
H (-4.14, 7.11, 2.73)
H (-2.48, 5.48, 1.88)
H (-1.68, 3.65, 3.35)
H (-2.52, 3.47, 5.67)
H (-4.18, 5.10, 6.52)
C (0.55, -6.21, 2.28)
C (-0.27, -6.04, 1.17)
C (-1.58, -5.61, 1.33)
C (-2.09, -5.37, 2.61)
C (-1.27, -5.56, 3.72)
C (0.04, -5.98, 3.56)
H (1.57, -6.54, 2.16)
H (0.12, -6.23, 0.18)
H (-2.22, -5.47, 0.46)
H (-3.11, -5.04, 2.73)
H (-1.67, -5.37, 4.72)
H (0.68, -6.12, 4.43)
C (2.45, 3.00, -4.96)
C (1.24, 3.45, -4.46)
C (0.12, 3.52, -5.28)
C (0.22, 3.13, -6.62)
C (1.43, 2.69, -7.13)
C (2.55, 2.63, -6.30)
H (3.32, 2.95, -4.32)
H (1.16, 3.75, -3.42)
H (-0.83, 3.86, -4.89)
H (-0.66, 3.18, -7.26)
H (1.51, 2.40, -8.17)
H (3.50, 2.28, -6.70)

These are the Mulliken partial charges, in e, on atoms 1 to 6: -0.55 0.15 -0.24 -0.71 0.40 -0.92


# 2
This record from the OMol25 dataset describes a cluster of 9 separate species, C18H54O9 in total in a non-equilibrium geometry. The level of theory is ωB97M-V/def2-TZVPD.

Output
Relative energy (zero: lowest compared OMol25 entry of this formula, charge and spin) (kJ/mol): 250.4
Spin multiplicity: 1
Lowest unoccupied orbital energy (eV): 0.42
Max |F| (Eh/bohr): 0.0304
Highest occupied orbital energy (eV): -9.8
Electronic energy (eV): -37967.2701

Geometry (Å):
C (-0.74, -3.38, -5.79)
C (-1.12, -2.47, -4.62)
O (-0.71, -3.07, -3.37)
H (-0.59, -2.84, -6.72)
H (-1.56, -4.09, -5.92)
H (0.15, -3.95, -5.53)
H (-2.19, -2.32, -4.54)
H (-0.59, -1.52, -4.69)
H (-1.47, -3.55, -3.03)
C (-4.49, -2.00, 1.46)
C (-5.84, -2.65, 1.70)
O (-6.15, -2.74, 3.07)
H (-4.23, -1.87, 0.40)
H (-3.68, -2.57, 1.91)
H (-4.47, -0.98, 1.86)
H (-5.85, -3.64, 1.23)
H (-6.63, -2.12, 1.18)
H (-5.45, -3.21, 3.53)
C (-0.65, -0.61, 0.61)
C (-0.02, -0.81, -0.77)
O (0.35, 0.47, -1.28)
H (-1.21, -1.47, 0.95)
H (-1.36, 0.22, 0.55)
H (0.08, -0.31, 1.36)
H (-0.69, -1.37, -1.43)
H (0.86, -1.44, -0.61)
H (1.08, 0.43, -1.91)
C (1.26, 3.12, -3.26)
C (1.63, 2.38, -4.56)
O (3.01, 2.56, -4.82)
H (1.88, 2.70, -2.46)
H (0.22, 3.02, -2.93)
H (1.46, 4.18, -3.41)
H (1.03, 2.84, -5.35)
H (1.36, 1.32, -4.50)
H (3.45, 2.06, -4.13)
C (-4.12, 2.93, -1.36)
C (-3.09, 1.90, -1.00)
O (-1.87, 2.23, -1.67)
H (-3.69, 3.92, -1.22)
H (-5.02, 2.80, -0.75)
H (-4.45, 2.85, -2.39)
H (-3.37, 0.89, -1.35)
H (-2.94, 1.80, 0.08)
H (-1.14, 1.65, -1.42)
C (2.54, -1.90, -3.36)
C (3.60, -0.95, -2.86)
O (2.98, 0.27, -2.40)
H (2.03, -1.37, -4.16)
H (1.85, -2.16, -2.56)
H (2.98, -2.84, -3.67)
H (4.29, -0.69, -3.67)
H (4.23, -1.35, -2.06)
H (3.67, 0.82, -2.01)
C (3.74, 1.45, 4.71)
C (2.26, 1.09, 4.60)
O (2.05, 0.26, 3.48)
H (3.97, 2.05, 5.60)
H (4.04, 2.01, 3.83)
H (4.34, 0.55, 4.75)
H (1.65, 2.00, 4.54)
H (1.94, 0.63, 5.54)
H (1.95, 0.83, 2.71)
C (0.39, -2.06, 6.71)
C (0.57, -2.55, 5.28)
O (0.06, -1.61, 4.33)
H (-0.57, -1.55, 6.77)
H (1.19, -1.40, 7.02)
H (0.36, -2.93, 7.37)
H (-0.01, -3.45, 5.09)
H (1.61, -2.84, 5.08)
H (0.79, -1.09, 3.95)
C (1.78, 3.90, 1.71)
C (1.04, 2.64, 1.38)
O (1.92, 1.77, 0.69)
H (2.65, 3.76, 2.36)
H (1.16, 4.70, 2.12)
H (2.24, 4.37, 0.83)
H (0.12, 2.86, 0.83)
H (0.70, 2.19, 2.32)
H (1.43, 1.29, 0.01)

These are the Mulliken partial charges, in e, on atoms 1 to 6: -1.14 -0.09 -0.49 0.33 0.33 0.30


# 3
This record from the OMol25 dataset describes a cluster of 2 separate species, CH4O2 in total in a non-equilibrium geometry. The level of theory is ωB97M-V/def2-TZVPD.

Output
Relative energy (zero: lowest compared OMol25 entry of this formula, charge and spin) (kJ/mol): 73.8
Spin multiplicity: 1
Lowest unoccupied orbital energy (eV): 0.58
Max |F| (Eh/bohr): 0.0633
Highest occupied orbital energy (eV): -10.1
Electronic energy (eV): -5195.2595

Geometry (Å):
C (-0.80, -0.59, 0.10)
O (-0.35, -1.54, 0.74)
H (-0.79, 0.36, 0.68)
H (-1.18, -0.54, -0.95)
O (1.33, 0.50, -0.23)
H (0.92, 1.04, -0.94)
H (0.87, 0.79, 0.60)

These are the Mulliken partial charges, in e, on atoms 1 to 6: -0.08 -0.42 0.22 0.22 -0.65 0.35


# 4
This record from the OMol25 dataset describes a cluster of 7 separate species, C32H54Br2N6O6S in total in a non-equilibrium geometry. The level of theory is ωB97M-V/def2-TZVPD.

Output
Spin multiplicity: 1
Lowest unoccupied orbital energy (eV): 0.23
Max |F| (Eh/bohr): 0.0200
Highest occupied orbital energy (eV): -9.0
Electronic energy (eV): -206204.3345

Geometry (Å):
C (6.94, -1.57, 2.14)
C (6.43, -0.29, 2.72)
Br (6.16, -0.32, 4.60)
C (6.14, 0.84, 2.08)
Br (6.39, 1.01, 0.21)
O (5.74, 2.01, 2.67)
C (4.46, 2.10, 3.13)
O (4.20, 2.68, 4.13)
O (3.60, 1.49, 2.31)
C (2.30, 2.12, 2.18)
C (1.18, 1.20, 2.64)
C (0.47, 0.42, 1.52)
C (1.32, -0.71, 0.92)
S (1.33, -2.20, 1.89)
O (1.58, -3.32, 1.01)
O (0.16, -2.25, 2.72)
O (2.61, -1.97, 2.80)
H (7.20, -1.48, 1.08)
H (7.85, -1.86, 2.69)
H (6.22, -2.38, 2.28)
H (2.27, 3.05, 2.75)
H (2.17, 2.38, 1.12)
H (0.41, 1.84, 3.10)
H (1.52, 0.52, 3.44)
H (-0.43, -0.01, 1.97)
H (0.19, 1.11, 0.72)
H (0.95, -1.04, -0.05)
H (2.37, -0.42, 0.79)
H (3.04, -2.83, 2.96)
C (6.18, 0.55, -4.07)
C (6.26, -0.88, -4.59)
C (5.58, -1.88, -3.64)
C (6.28, -1.96, -2.36)
N (6.84, -2.02, -1.36)
H (6.72, 0.66, -3.13)
H (6.62, 1.24, -4.79)
H (5.14, 0.85, -3.91)
H (7.30, -1.17, -4.74)
H (5.76, -0.95, -5.56)
H (5.57, -2.88, -4.09)
H (4.54, -1.60, -3.46)
C (-1.98, -5.43, -2.30)
C (-0.62, -6.10, -2.13)
C (0.52, -5.10, -1.97)
C (0.72, -4.28, -3.17)
N (0.86, -3.63, -4.10)
H (-2.01, -4.84, -3.21)
H (-2.77, -6.18, -2.35)
H (-2.19, -4.77, -1.46)
H (-0.42, -6.76, -2.98)
H (-0.64, -6.74, -1.24)
H (1.46, -5.62, -1.74)
H (0.33, -4.43, -1.12)
C (-6.65, -5.86, 0.48)
C (-5.70, -6.36, 1.57)
C (-4.30, -6.67, 1.04)
C (-4.30, -7.78, 0.08)
N (-4.32, -8.64, -0.67)
H (-6.80, -6.61, -0.29)
H (-7.62, -5.60, 0.91)
H (-6.25, -4.96, 0.00)
H (-6.12, -7.26, 2.03)
H (-5.61, -5.61, 2.35)
H (-3.63, -6.93, 1.86)
H (-3.88, -5.79, 0.55)
C (1.11, 0.45, -3.26)
C (-0.34, 0.88, -3.46)
C (-0.57, 2.36, -3.15)
C (-0.34, 2.66, -1.74)
N (-0.19, 2.89, -0.62)
H (1.42, 0.56, -2.22)
H (1.24, -0.60, -3.54)
H (1.79, 1.05, -3.88)
H (-0.99, 0.27, -2.83)
H (-0.63, 0.70, -4.49)
H (-1.59, 2.65, -3.39)
H (0.08, 3.00, -3.75)
C (-4.51, 5.24, -1.28)
C (-3.41, 5.90, -0.46)
C (-2.59, 6.92, -1.27)
C (-1.84, 6.28, -2.34)
N (-1.21, 5.76, -3.16)
H (-4.09, 4.66, -2.11)
H (-5.09, 4.56, -0.66)
H (-5.19, 5.98, -1.70)
H (-2.74, 5.14, -0.06)
H (-3.86, 6.42, 0.38)
H (-1.89, 7.44, -0.62)
H (-3.25, 7.68, -1.70)
C (-5.20, 6.10, 5.41)
C (-4.67, 4.74, 4.97)
C (-4.05, 4.77, 3.57)
C (-5.04, 5.07, 2.54)
N (-5.81, 5.30, 1.72)
H (-6.01, 6.43, 4.76)
H (-5.59, 6.05, 6.43)
H (-4.41, 6.85, 5.39)
H (-5.47, 4.00, 5.00)
H (-3.90, 4.40, 5.67)
H (-3.59, 3.80, 3.34)
H (-3.25, 5.52, 3.52)

These are the Mulliken partial charges, in e, on atoms 1 to 6: -0.91 0.45 -0.14 0.24 -0.18 -0.39


# 5
This record from the OMol25 dataset describes a structure of composition C30H39N2Ti in a non-equilibrium geometry. The level of theory is ωB97M-V/def2-TZVPD.

Output
Relative energy (zero: lowest compared OMol25 entry of this formula, charge and spin) (kJ/mol): 30.9
Spin multiplicity: 1
Net charge: +3
Lowest unoccupied orbital energy (eV): -11.68
Max |F| (Eh/bohr): 0.0255
Highest occupied orbital energy (eV): -17.4
Electronic energy (eV): -57812.6005

Geometry (Å):
Ti (0.06, 0.02, 0.04)
C (-1.45, -1.19, 1.25)
C (-2.18, -0.29, 0.45)
C (-1.77, 1.03, 0.81)
C (-0.87, 0.94, 1.94)
C (-0.62, -0.42, 2.17)
C (0.20, -0.99, 3.28)
C (-0.44, 2.08, 2.80)
C (-2.34, 2.31, 0.28)
C (-3.32, -0.63, -0.45)
C (-1.64, -2.66, 1.36)
H (-0.47, -1.21, 4.12)
H (0.96, -0.30, 3.62)
H (0.68, -1.93, 3.00)
H (-1.06, 2.05, 3.71)
H (-0.61, 3.05, 2.33)
H (0.60, 2.01, 3.12)
H (-2.97, 2.75, 1.05)
H (-2.95, 2.14, -0.61)
H (-1.58, 3.05, 0.04)
H (-4.24, -0.50, 0.12)
H (-3.28, -1.66, -0.79)
H (-3.37, 0.02, -1.33)
H (-0.71, -3.22, 1.47)
H (-2.19, -3.07, 0.51)
H (-2.23, -2.85, 2.26)
C (-0.94, -2.99, -2.07)
C (-1.53, -1.83, -2.84)
C (-2.65, -2.02, -3.64)
C (-3.21, -0.96, -4.34)
C (-2.66, 0.32, -4.25)
C (-1.53, 0.55, -3.47)
C (-0.93, 1.94, -3.40)
C (-1.00, -0.55, -2.79)
N (0.19, -0.34, -1.96)
C (1.36, -0.19, -2.50)
C (1.65, -0.23, -3.94)
C (2.46, 0.07, -1.47)
C (3.89, 0.08, -1.81)
N (1.96, 0.26, -0.31)
C (2.64, 0.51, 0.94)
C (3.31, -0.54, 1.59)
C (3.30, -1.96, 1.08)
C (3.99, -0.21, 2.75)
C (4.01, 1.10, 3.22)
C (3.32, 2.11, 2.56)
C (2.61, 1.83, 1.40)
C (1.91, 2.92, 0.63)
H (-1.71, -3.68, -1.73)
H (-0.37, -2.69, -1.20)
H (-0.26, -3.57, -2.70)
H (-3.09, -3.01, -3.72)
H (-4.08, -1.12, -4.96)
H (-3.11, 1.14, -4.79)
H (-1.71, 2.70, -3.40)
H (-0.30, 2.15, -4.27)
H (-0.32, 2.11, -2.51)
H (0.79, -0.52, -4.52)
H (2.49, -0.91, -4.13)
H (1.99, 0.77, -4.27)
H (4.07, 0.79, -2.63)
H (4.19, -0.90, -2.18)
H (4.51, 0.35, -0.95)
H (2.40, -2.21, 0.50)
H (3.35, -2.67, 1.90)
H (4.16, -2.17, 0.44)
H (4.53, -0.99, 3.29)
H (4.57, 1.34, 4.12)
H (3.35, 3.13, 2.94)
H (1.62, 3.74, 1.28)
H (1.00, 2.59, 0.12)
H (2.55, 3.34, -0.15)

These are the Mulliken partial charges, in e, on atoms 1 to 6: 0.18 0.54 0.83 0.39 1.08 0.32


# 6
This record from the OMol25 dataset describes an isolated molecule of C4H8N2 in a non-equilibrium geometry. The level of theory is ωB97M-V/def2-TZVPD.

Output
Relative energy (zero: lowest compared OMol25 entry of this formula, charge and spin) (kJ/mol): 267.3
Spin multiplicity: 1
Lowest unoccupied orbital energy (eV): 1.02
Max |F| (Eh/bohr): 0.1194
Highest occupied orbital energy (eV): -7.7
Electronic energy (eV): -7255.1052

Geometry (Å):
C (2.14, -0.02, 0.14)
N (0.65, -0.07, -0.18)
C (-0.08, 1.05, -0.19)
C (-1.58, 0.66, 0.23)
C (-1.36, -0.86, -0.02)
N (-0.09, -1.20, -0.12)
H (2.17, 0.79, 1.01)
H (2.57, -0.99, 0.69)
H (2.77, 0.27, -0.77)
H (-0.14, 1.63, -1.13)
H (0.37, 1.80, 0.51)
H (-2.24, 1.17, -0.62)
H (-1.97, 0.87, 1.25)
H (-2.18, -1.63, 0.15)

These are the Mulliken partial charges, in e, on atoms 1 to 6: -0.69 0.53 -0.61 -0.40 -0.19 -0.69


# 7
This record from the OMol25 dataset describes an isolated molecule of C6H15NO in a non-equilibrium geometry. The level of theory is ωB97M-V/def2-TZVPD.

Output
Relative energy (zero: lowest compared OMol25 entry of this formula, charge and spin) (kJ/mol): 168.1
Spin multiplicity: 1
Lowest unoccupied orbital energy (eV): 0.95
Max |F| (Eh/bohr): 0.0607
Highest occupied orbital energy (eV): -8.9
Electronic energy (eV): -10002.0153

Geometry (Å):
C (-0.50, 1.43, -0.98)
C (-0.20, -0.06, -0.83)
C (1.29, -0.48, -0.16)
C (2.31, 0.66, -0.14)
N (1.27, -1.08, 1.15)
C (-1.26, -0.87, -0.14)
C (-1.67, -0.46, 1.27)
O (-2.48, -0.73, -1.09)
H (-1.41, 1.73, -0.46)
H (0.28, 2.10, -0.62)
H (-0.66, 1.67, -2.04)
H (-0.12, -0.46, -1.85)
H (1.70, -1.23, -0.85)
H (3.29, 0.31, 0.21)
H (2.46, 1.08, -1.14)
H (1.99, 1.47, 0.54)
H (2.01, -1.73, 1.40)
H (1.11, -0.40, 1.89)
H (-1.05, -1.94, -0.18)
H (-1.35, -1.20, 2.01)
H (-1.30, 0.53, 1.54)
H (-2.76, -0.44, 1.37)
H (-2.93, 0.11, -0.91)

These are the Mulliken partial charges, in e, on atoms 1 to 6: -1.44 0.46 0.19 -1.62 -0.50 -0.06


# 8
This record from the OMol25 dataset describes a cluster of 2 separate species, C4H9NO2 in total in a non-equilibrium geometry. The level of theory is ωB97M-V/def2-TZVPD.

Output
Relative energy (zero: lowest compared OMol25 entry of this formula, charge and spin) (kJ/mol): 506.9
Spin multiplicity: 1
Lowest unoccupied orbital energy (eV): 0.74
Max |F| (Eh/bohr): 0.0805
Highest occupied orbital energy (eV): -7.0
Electronic energy (eV): -9874.8065

Geometry (Å):
C (-2.11, 0.05, -0.58)
C (-1.01, -0.23, 0.40)
O (-1.08, -1.37, 1.17)
C (-0.18, 0.74, 0.86)
N (0.11, 1.91, 1.13)
H (-1.85, 0.89, -1.21)
H (-2.32, -0.82, -1.20)
H (-3.03, 0.28, -0.03)
H (-1.85, -1.89, 0.94)
H (0.99, 2.22, 0.70)
C (2.29, -0.02, -0.04)
O (1.06, -0.50, -1.04)
H (3.09, -0.56, -0.55)
H (2.26, -0.34, 1.00)
H (2.50, 1.04, -0.17)
H (1.14, -1.41, -1.38)

These are the Mulliken partial charges, in e, on atoms 1 to 6: -1.30 0.84 -0.56 0.00 -0.62 0.34


- Which value of lowest unoccupied orbital energy does entry 6 give?
  1.02 eV